1.
68
Properties=species:S:1:pos:R:3:lowdin_charge:R:1 method="wB97M-V/def2-TZVPD" charge=0 lumo_ev=-3.046 homo_ev=-8.14 gap_ev=5.1
H 2.93972 -2.66050 2.88075 0.09
C 1.61767 -0.52178 3.64232 -0.20
H -5.00206 -4.33485 -1.36802 0.09
O -1.51997 -3.24753 2.57277 0.15
H -5.14288 -1.28609 -1.37031 0.12
C -4.21859 -1.82681 -1.57382 -0.24
H -3.54499 1.82611 -1.51194 0.12
H 3.33879 1.20208 2.52923 0.12
O -1.64388 2.26366 0.41784 -0.24
H 3.03429 2.76275 -2.15758 0.09
H -0.65702 -3.98698 -1.36059 0.10
H 1.01375 -1.27674 4.14572 0.14
O 3.52454 -0.29464 -1.03754 -0.13
O -4.52572 -2.62494 -2.68369 -0.15
C -1.48456 -2.25417 1.79069 -1.00
O 0.90664 1.07651 -3.19416 -0.17
H -1.18151 2.53174 2.39991 0.09
O 5.69365 0.16142 -0.62958 0.13
C 2.25373 -2.30579 2.11152 -0.07
H -2.24049 -1.58719 -2.24113 0.11
H 3.12141 2.72128 3.26526 0.12
H 2.57940 -0.54507 4.15480 0.12
C 0.93608 0.83368 3.62206 -0.10
C 0.88074 -3.72604 -2.07186 -0.81
C 0.24593 2.14280 -3.19856 -0.90
H 5.03475 0.06917 0.06248 0.09
H 3.99986 3.58950 1.21879 0.12
H -4.50650 0.74727 -0.50094 0.11
O -1.31461 -2.49060 0.58929 -0.06
H -3.25411 -0.44439 -2.89442 0.13
O 2.81705 2.40807 -0.02107 -0.27
C -3.50392 1.14280 -0.66371 -0.14
H -1.41384 -3.81649 1.80686 0.11
H -3.22610 1.40926 1.48950 0.13
O 4.93636 -0.58560 -2.65034 -0.12
O -2.69396 -0.01527 -0.87357 -0.19
O 0.21189 2.88109 -4.26932 0.14
O 0.00790 -4.61154 -1.65959 0.16
C 4.70623 -0.25594 -1.45181 -0.81
H -6.34974 -3.45324 -2.06313 0.09
H -3.58993 2.89465 0.55598 0.12
O 1.38130 1.77431 2.53362 -0.21
C -3.04678 -0.92022 -1.93593 -0.16
H -0.26913 3.59008 -3.83625 0.11
Sn 0.57519 0.06755 -0.21826 1.82
H 2.80895 -2.28806 1.17370 0.09
H -0.09688 3.29375 1.30105 0.07
C 3.04707 3.06021 1.20743 -0.19
H -0.14361 0.69365 3.56961 0.11
O -0.29269 2.54634 -2.14842 -0.04
H -4.04806 -2.26738 -0.59152 0.13
Sn 2.61270 -1.49880 -4.26100 1.64
H -1.44123 4.12048 1.55122 0.10
H 2.39692 3.93477 1.23094 0.12
H 4.27430 3.58541 -1.04497 0.09
O 2.02240 -4.04871 -2.52054 -0.09
C 2.74908 2.11442 2.43991 -0.17
C -2.98600 1.98821 0.59772 -0.19
C -1.15332 3.07364 1.45458 -0.11
O 0.64317 -2.46296 -1.91709 -0.21
H -5.30812 -4.43333 -3.04232 0.08
H 2.55799 4.00182 -1.18208 0.09
C -5.30451 -3.72154 -2.21683 -0.12
C 3.27203 3.17827 -1.17833 -0.05
O 1.69936 -0.99876 2.31538 -0.31
H 1.22378 1.36714 4.52801 0.12
H 1.52777 -3.11873 2.09720 0.09
O -1.48779 -1.14316 2.28385 -0.01



2.
11
Properties=species:S:1:pos:R:3:lowdin_charge:R:1 method="wB97M-V/def2-TZVPD" e_above_lowest_kj_mol=475.1 charge=0 lumo_ev="-1.782 / -1.091" homo_ev="-9.49 / -9.46" gap_ev="7.7 / 8.4"
H 2.06104 0.08514 -0.74393 0.05
C 1.89798 -0.26734 0.22372 -0.11
N -0.18540 -1.50829 0.28900 0.24
O -2.19724 -0.68941 0.10813 -0.13
S -0.40103 1.12787 0.30153 0.92
C 0.42740 -0.46798 0.41502 -0.74
C -1.99208 0.49124 -0.40082 -0.64
H 2.60338 -1.11522 0.35603 0.09
H 2.21749 0.39122 1.09373 0.10
H -2.57135 1.43803 -0.07646 0.10
H -1.86018 0.51474 -1.56594 0.11



3.
18
Properties=species:S:1:pos:R:3:lowdin_charge:R:1 method="wB97M-V/def2-TZVPD" e_above_lowest_kj_mol=374.4 charge=0 lumo_ev=0.944 homo_ev=-9.28 gap_ev=10.2
C 0.16712 1.02589 0.03915 -0.35
H 2.17938 0.31370 -0.43909 0.08
C -0.56907 1.84741 1.08278 -0.09
H 0.09585 1.56862 -0.92901 0.15
H -0.34400 0.18522 -0.81489 0.13
H 1.77109 0.28957 1.28896 0.08
H -1.60461 2.05467 0.79662 0.08
H -0.57022 1.31428 2.03988 0.08
H -1.77861 -2.66521 -1.89601 0.07
H 2.13140 1.82576 0.48467 0.08
C -0.82635 -2.48945 -1.38724 -0.09
H -0.01825 -2.63415 -2.11206 0.08
O -0.33133 -1.15482 1.44205 0.12
N -0.73233 -1.11626 -0.91753 -0.04
H -0.05843 2.80734 1.23285 0.08
C -0.45126 -0.80606 0.31071 -0.46
H -0.70918 -3.21643 -0.57748 0.08
C 1.64880 0.84992 0.35564 -0.09



4.
35
Properties=species:S:1:pos:R:3:lowdin_charge:R:1 method="wB97M-V/def2-TZVPD" smiles="CCCC(=O)OCC(=O)Nc1ccc(OC(F)F)cc1" e_above_lowest_kj_mol=1079.6 charge=0 lumo_ev=-0.034 homo_ev=-8.69 gap_ev=8.7
H -3.82958 -3.72984 -0.69172 0.11
C 3.04740 0.43947 0.27290 -0.23
H 3.10585 2.32659 1.57240 0.12
F 5.26553 -1.20883 -1.12386 -0.13
O -4.33335 0.75218 -0.59235 -0.05
H -5.97586 -0.67626 0.22032 0.15
F 6.06126 -0.96159 0.60597 0.15
H -5.54187 -0.81456 1.86492 0.17
C -5.13656 -1.11066 0.81473 -0.15
H -1.12730 2.36022 0.29459 0.06
C -3.33867 1.66023 -0.94421 -0.18
H -3.51019 1.92690 -1.86254 0.07
H 0.80406 2.84014 1.02484 0.02
C 0.40086 1.15336 -0.28309 -0.23
C 2.30503 -0.45551 -0.55422 0.10
C 4.83472 -0.95647 0.37119 -0.37
C -4.42497 -2.35553 0.81691 -0.28
C 2.67525 1.73502 0.74455 0.04
H 0.22386 -0.60994 -1.27977 0.10
H -3.32014 2.68089 -0.13593 0.22
C 0.86583 0.01014 -0.65030 0.00
H -4.98822 -2.49664 -1.26551 0.13
C -4.11771 -2.64480 -0.53137 -0.10
H 2.69483 -0.99658 -1.15243 0.00
O 4.42818 0.35235 0.46756 0.06
H -3.40582 -2.09631 -0.96791 0.01
O -1.82011 -0.35833 -1.56238 -0.11
N -0.90122 1.65554 -0.26153 0.13
H 4.23081 -2.00279 0.52559 0.23
C -4.14645 -0.00399 0.73560 -0.31
C 1.21623 2.01011 0.74993 0.10
H -5.17147 -2.97627 1.12098 0.10
H -3.65649 -2.46805 1.45139 0.10
C -2.04181 0.98885 -0.99643 -0.12
O -3.22200 0.18288 1.54384 0.11



5.
15
Properties=species:S:1:pos:R:3:lowdin_charge:R:1 method="wB97M-V/def2-TZVPD" e_above_lowest_kj_mol=290.0 charge=0 lumo_ev="0.870 / 0.870" homo_ev="-6.17 / -6.17" gap_ev="7.0 / 7.0"
C -2.50889 0.20551 -0.70150 -0.10
C 0.43840 -0.52129 1.25761 -0.03
H -1.73222 -1.05275 1.71048 0.12
N -1.29564 -0.09943 -0.10402 -0.23
H -2.56175 -0.16025 -1.72571 0.01
C 2.32271 0.42106 -0.29880 -0.04
H 3.06122 -0.20766 0.20425 0.08
H 1.00062 -0.86673 2.11300 0.11
H -0.22825 0.93054 -1.45576 0.16
C -0.96514 -0.61725 1.08824 -0.06
H 2.45518 0.29594 -1.37801 0.08
N -0.13830 0.25597 -0.71251 0.11
H 2.54823 1.46493 -0.05158 0.08
C 0.94128 0.04225 0.11998 -0.31
H -3.33745 -0.09084 -0.06567 0.01



6.
13
Properties=species:S:1:pos:R:3:lowdin_charge:R:1 method="wB97M-V/def2-TZVPD" e_above_lowest_kj_mol=479.0 charge=0 lumo_ev=-0.540 homo_ev=-9.41 gap_ev=8.9
C -0.47879 0.33928 -0.48619 -0.23
C 1.03368 -0.49892 -0.16692 -0.16
N -0.53044 1.50769 -0.89690 0.14
C 2.08938 0.28436 0.12444 0.04
H 1.15514 -1.25209 -0.93879 0.09
H 0.17825 -1.13911 0.96077 0.17
H -1.41356 2.01352 -0.86577 0.07
H 2.01242 1.03379 0.90635 0.07
O -1.04942 -1.20052 1.31924 -0.16
C -1.61100 -0.50036 0.32022 -0.32
H -2.06392 -1.12470 -0.47070 0.11
H -2.33190 0.27272 0.64136 0.11
H 3.01016 0.26436 -0.44709 0.07



Please write out number 1 again, unchanged.
68
Properties=species:S:1:pos:R:3:lowdin_charge:R:1 method="wB97M-V/def2-TZVPD" charge=0 lumo_ev=-3.046 homo_ev=-8.14 gap_ev=5.1
H 2.93972 -2.66050 2.88075 0.09
C 1.61767 -0.52178 3.64232 -0.20
H -5.00206 -4.33485 -1.36802 0.09
O -1.51997 -3.24753 2.57277 0.15
H -5.14288 -1.28609 -1.37031 0.12
C -4.21859 -1.82681 -1.57382 -0.24
H -3.54499 1.82611 -1.51194 0.12
H 3.33879 1.20208 2.52923 0.12
O -1.64388 2.26366 0.41784 -0.24
H 3.03429 2.76275 -2.15758 0.09
H -0.65702 -3.98698 -1.36059 0.10
H 1.01375 -1.27674 4.14572 0.14
O 3.52454 -0.29464 -1.03754 -0.13
O -4.52572 -2.62494 -2.68369 -0.15
C -1.48456 -2.25417 1.79069 -1.00
O 0.90664 1.07651 -3.19416 -0.17
H -1.18151 2.53174 2.39991 0.09
O 5.69365 0.16142 -0.62958 0.13
C 2.25373 -2.30579 2.11152 -0.07
H -2.24049 -1.58719 -2.24113 0.11
H 3.12141 2.72128 3.26526 0.12
H 2.57940 -0.54507 4.15480 0.12
C 0.93608 0.83368 3.62206 -0.10
C 0.88074 -3.72604 -2.07186 -0.81
C 0.24593 2.14280 -3.19856 -0.90
H 5.03475 0.06917 0.06248 0.09
H 3.99986 3.58950 1.21879 0.12
H -4.50650 0.74727 -0.50094 0.11
O -1.31461 -2.49060 0.58929 -0.06
H -3.25411 -0.44439 -2.89442 0.13
O 2.81705 2.40807 -0.02107 -0.27
C -3.50392 1.14280 -0.66371 -0.14
H -1.41384 -3.81649 1.80686 0.11
H -3.22610 1.40926 1.48950 0.13
O 4.93636 -0.58560 -2.65034 -0.12
O -2.69396 -0.01527 -0.87357 -0.19
O 0.21189 2.88109 -4.26932 0.14
O 0.00790 -4.61154 -1.65959 0.16
C 4.70623 -0.25594 -1.45181 -0.81
H -6.34974 -3.45324 -2.06313 0.09
H -3.58993 2.89465 0.55598 0.12
O 1.38130 1.77431 2.53362 -0.21
C -3.04678 -0.92022 -1.93593 -0.16
H -0.26913 3.59008 -3.83625 0.11
Sn 0.57519 0.06755 -0.21826 1.82
H 2.80895 -2.28806 1.17370 0.09
H -0.09688 3.29375 1.30105 0.07
C 3.04707 3.06021 1.20743 -0.19
H -0.14361 0.69365 3.56961 0.11
O -0.29269 2.54634 -2.14842 -0.04
H -4.04806 -2.26738 -0.59152 0.13
Sn 2.61270 -1.49880 -4.26100 1.64
H -1.44123 4.12048 1.55122 0.10
H 2.39692 3.93477 1.23094 0.12
H 4.27430 3.58541 -1.04497 0.09
O 2.02240 -4.04871 -2.52054 -0.09
C 2.74908 2.11442 2.43991 -0.17
C -2.98600 1.98821 0.59772 -0.19
C -1.15332 3.07364 1.45458 -0.11
O 0.64317 -2.46296 -1.91709 -0.21
H -5.30812 -4.43333 -3.04232 0.08
H 2.55799 4.00182 -1.18208 0.09
C -5.30451 -3.72154 -2.21683 -0.12
C 3.27203 3.17827 -1.17833 -0.05
O 1.69936 -0.99876 2.31538 -0.31
H 1.22378 1.36714 4.52801 0.12
H 1.52777 -3.11873 2.09720 0.09
O -1.48779 -1.14316 2.28385 -0.01



Question: What is the charge in the second record?
Answer: 0